The following is a DFT calculation (ωB97M-V/def2-TZVPD) of C9H18Cl2OPdS as an isolated structure at a distorted geometry.

```
32
Properties=species:S:1:pos:R:3:forces:R:3
Pd 0.272969 -0.721870 1.860624 5.731 2.393 2.395
Cl -0.801174 0.809592 -0.768458 -0.199 0.278 0.179
Cl 2.437058 0.310330 1.946601 -0.366 -0.480 0.401
C -1.538323 -1.086510 2.054163 -2.492 -0.764 0.280
H -1.673820 -1.955281 2.701137 -0.539 0.266 0.005
H -2.284380 -0.294187 2.068680 0.052 -0.210 0.135
C -0.224015 -0.810891 -0.300726 0.503 0.146 -2.890
C -1.140802 -1.565325 0.596326 -3.349 -1.694 -0.329
H 0.821362 -0.658705 0.078860 0.193 0.132 -0.429
C -2.553597 -1.633345 -0.105042 0.012 -0.108 0.217
H -0.795355 -2.608176 0.656857 -0.028 0.199 -0.177
C -2.426804 -2.447784 -1.375116 0.029 -0.438 -0.191
H -3.260040 -2.119633 0.575362 0.144 0.020 -0.105
H -2.937033 -0.623597 -0.279079 0.244 -0.102 0.017
C -1.286100 -2.046839 -2.313368 -0.396 0.241 -0.174
H -2.271963 -3.490595 -1.075699 -0.104 0.003 -0.028
H -3.368721 -2.406457 -1.928100 0.015 -0.106 0.051
C -0.003856 -1.621724 -1.614873 0.420 0.007 0.430
H -1.064950 -2.912620 -2.950929 0.002 0.325 -0.033
H -1.628236 -1.235565 -2.964970 0.084 -0.077 0.072
H 0.571379 -2.505820 -1.325798 0.067 -0.011 0.000
H 0.617825 -1.027381 -2.298010 -0.075 -0.158 0.310
C 3.828714 3.180459 0.868142 0.495 -0.115 -0.968
S 2.378260 2.536116 0.002301 0.107 -0.311 2.821
C 1.080058 3.383814 0.937508 -0.419 -0.105 -0.940
O 2.394221 3.047302 -1.398967 -0.012 0.755 -1.417
H 3.620715 3.291306 1.938392 -0.250 -0.038 -0.138
H 4.072989 4.137822 0.394495 0.340 -0.186 0.296
H 4.630796 2.449120 0.715054 -0.109 0.280 0.009
H 1.509471 4.318395 1.326296 -0.105 -0.334 -0.188
H 0.266679 3.592858 0.230986 0.009 0.151 0.513
H 0.756673 2.715188 1.747349 -0.005 0.043 -0.124
```
Forces are in eV/Å.

Properties
Net charge: 0
Energy above the lowest of the compared OMol25 structures with the same formula, charge and spin: 36.53 kcal per mole
Multiplicity: 5
Gap between HOMO and LUMO (alpha / beta): 3.27 / 7.68 eV
Largest force on an atom: 6.7 eV/A
E: -51023.2832 eV